C53H86Cl10F4N8O8 | ωB97M-V with the def2-TZVPD basis set

Its molar mass is 1393.8 g/mol. The electronic energy comes out at -8112.55142 Eh. Its multiplicity is 1. The calculation puts the LUMO energy at -0.103 eV.

Last column: Löwdin charge in e.
Element x y z (Å)
Cl1 0.681 -2.477 3.439  0.573
Cl2 -4.213 -1.817 2.217  0.598
Cl3 -5.326 -2.592 -0.339  0.593
Cl4 6.093 -0.401 1.606  0.535
Cl5 1.720 0.683 0.720  0.555
Cl6 3.206 -3.418 4.695  0.541
Cl7 2.019 1.384 4.473  0.485
Cl8 1.106 -0.337 6.774  0.487
Cl9 -1.127 -0.092 1.234  0.528
Cl10 8.165 0.519 3.247  0.524
F1 1.939 5.361 2.180  0.081
F2 6.457 1.525 -1.138  0.034
F3 -0.635 -0.847 -5.711  0.056
F4 -6.395 3.276 1.653  0.104
O1 -1.635 -5.160 4.846  0.007
O2 -3.561 -5.589 0.051  -0.005
O3 3.850 -5.116 0.869  0.029
O4 0.173 -3.012 -1.538  0.002
O5 -2.750 0.532 6.353  0.027
O6 2.324 0.900 -5.041  0.020
O7 1.725 5.483 -3.824  0.042
O8 6.080 -1.591 -3.628  0.019
N1 2.643 -3.440 0.026  0.053
N2 0.807 2.215 -3.970  0.040
N3 2.549 7.197 -2.667  0.006
N4 -4.677 -0.249 5.550  0.003
N5 4.754 -0.310 -4.927  0.027
N6 -1.433 -3.300 -2.987  0.040
N7 -2.055 -5.356 1.802  0.035
N8 -1.820 -4.034 6.843  -0.009
C1 -0.155 6.361 1.642  -0.036
C2 -3.962 1.429 -0.143  -0.108
C3 -4.230 3.548 -1.262  -0.082
C4 0.664 5.219 1.883  -0.282
C5 -3.555 0.452 5.440  -0.568
C6 -3.856 0.336 -4.430  -0.068
C7 -3.249 -5.684 1.246  -0.556
C8 5.581 -0.273 -6.159  -0.050
C9 7.840 -0.128 1.676  -1.043
C10 0.863 -3.852 -3.684  0.027
C11 -1.209 -4.998 7.674  -0.069
C12 -5.215 -0.893 6.726  -0.060
C13 -2.487 -2.718 -2.172  -0.071
C14 -2.477 0.207 -4.670  -0.029
C15 1.334 1.631 -4.995  -0.562
C16 3.013 -4.719 0.087  -0.589
C17 -5.672 -2.077 1.302  -1.016
C18 4.105 -0.860 -2.625  0.010
C19 3.883 3.924 -0.053  -0.067
C20 5.068 -0.927 -3.798  -0.575
C21 -4.708 -0.659 -4.938  -0.099
C22 4.521 2.735 -0.379  -0.037
C23 0.641 0.845 5.508  -0.989
C24 4.633 5.127 -0.175  -0.080
C25 -4.237 -1.692 -5.765  -0.057
C26 -1.248 3.760 1.691  -0.087
C27 -1.975 -0.761 -5.520  -0.288
C28 1.783 6.129 -2.812  -0.591
C29 -3.624 2.306 -1.168  -0.099
C30 1.505 -3.778 4.312  -0.969
C31 -1.945 -4.153 5.501  -0.532
C32 0.108 3.919 1.866  -0.023
C33 5.950 5.070 -0.625  -0.098
C34 0.872 5.773 -1.646  0.014
C35 2.380 -5.728 -0.820  0.004
C36 1.225 2.026 -2.609  -0.059
C37 5.868 2.696 -0.763  -0.250
C38 3.375 7.744 -3.718  -0.057
C39 -5.552 2.964 0.716  -0.302
C40 -0.163 -3.399 -2.634  -0.540
C41 6.577 3.887 -0.947  -0.016
C42 -0.931 -4.847 1.023  -0.068
C43 -2.079 4.869 1.463  -0.068
C44 -2.532 -2.971 4.782  -0.054
C45 -4.257 -6.083 2.273  -0.006
C46 -3.225 1.094 4.081  -0.004
C47 0.727 1.935 -6.330  0.005
C48 -4.906 1.747 0.764  -0.049
C49 0.335 -0.373 0.179  -0.869
C50 -5.212 3.937 -0.315  0.011
C51 -1.493 6.158 1.420  -0.092
C52 -2.839 -1.685 -6.109  -0.006
C53 3.220 -2.404 0.916  -0.095
H1 -4.953 -0.380 7.652  0.092
H2 3.131 -0.576 -3.024  0.049
H3 1.954 -6.580 -0.289  0.087
H4 5.278 -1.059 -6.851  0.075
H5 0.659 -1.384 0.424  -0.025
H6 0.020 -5.150 1.461  0.074
H7 0.426 -3.557 -4.638  0.071
H8 1.933 -3.222 -0.658  0.076
H9 -2.494 -2.454 -6.785  0.108
H10 1.400 -4.636 3.647  0.027
H11 1.836 -3.362 -3.673  0.083
H12 0.683 3.062 2.185  0.063
H13 -2.218 6.951 1.312  0.101
H14 0.127 1.725 5.894  0.033
H15 -1.763 -3.820 -3.788  0.142
H16 4.001 1.789 -0.421  0.056
H17 8.345 -1.090 1.579  0.030
H18 -6.300 -0.905 6.619  0.085
H19 -3.464 0.471 -0.139  0.060
H20 -3.141 4.693 1.372  0.080
H21 -2.276 -2.099 5.384  0.069
H22 -0.986 -5.192 -0.009  0.079
H23 2.593 7.715 -1.801  0.135
H24 5.528 0.700 -6.647  0.076
H25 -1.830 -5.561 2.765  0.093
H26 -5.780 -0.527 -4.906  0.098
H27 0.071 2.890 -4.124  0.147
H28 4.417 7.654 -3.410  0.086
H29 0.531 2.452 -1.884  0.081
H30 1.441 0.989 -2.350  0.062
H31 -3.616 -3.068 4.732  0.061
H32 3.030 8.758 -3.917  0.084
H33 4.420 -0.090 -1.920  0.062
H34 4.191 6.062 0.137  0.091
H35 -4.204 -7.168 2.353  0.088
H36 -1.735 -5.913 7.402  0.095
H37 -2.110 -3.156 7.249  0.137
H38 4.002 -1.836 -2.152  0.072
H39 6.635 -0.464 -5.955  0.074
H40 -4.870 -2.468 -6.171  0.100
H41 8.204 0.503 0.865  0.031
H42 3.963 0.316 -4.968  0.062
H43 0.701 3.008 -6.523  0.086
H44 -2.895 2.010 -1.908  0.089
H45 -4.082 -5.625 3.247  0.068
H46 -0.145 -5.040 7.442  0.088
H47 -0.176 5.691 -1.933  0.089
H48 3.054 -6.117 -1.583  0.091
H49 -5.253 -5.855 1.893  0.080
H50 -4.000 4.210 -2.084  0.102
H51 -1.716 2.797 1.831  0.067
H52 7.624 3.809 -1.197  0.117
H53 2.812 3.894 0.086  0.075
H54 -2.096 -2.813 3.796  0.024
H55 0.219 7.373 1.584  0.112
H56 -2.099 -1.941 -1.513  0.076
H57 2.127 2.631 -2.513  0.088
H58 3.855 -1.693 0.388  0.030
H59 1.157 -4.896 -3.570  0.077
H60 -5.834 4.820 -0.296  0.106
H61 0.962 -3.993 5.232  0.009
H62 -4.141 1.137 3.492  0.042
H63 1.539 -5.207 -1.277  0.039
H64 -2.914 2.122 4.270  0.087
H65 -0.269 1.504 -6.422  0.064
H66 3.184 7.210 -4.649  0.084
H67 0.961 6.517 -0.854  0.062
H68 1.344 1.520 -7.128  0.091
H69 6.490 6.003 -0.686  0.101
H70 -0.070 0.298 4.889  -0.017
H71 -6.181 -1.127 1.136  0.009
H72 -5.334 -0.206 4.784  0.120
H73 -4.931 -1.945 6.771  0.072
H74 -2.392 0.611 3.571  0.029
H75 -4.231 1.233 -3.960  0.093
H76 -1.751 0.884 -4.243  0.095
H77 1.168 4.761 -1.370  0.056
H78 0.133 -0.273 -0.888  0.024
H79 -3.231 -2.187 -2.765  0.061
H80 3.886 -2.859 1.649  0.063
H81 -6.270 -2.779 1.883  0.036
H82 -1.387 -4.665 8.697  0.095
H83 2.459 -1.856 1.472  -0.007
H84 -5.233 1.145 1.599  0.090
H85 -0.823 -3.763 0.986  0.056
H86 -3.041 -3.462 -1.600  0.040

---

C54H100Br6Cl7NO12P | ωB97M-V with the def2-TZVPD basis set

Its molar mass is 1714.0 g/mol. The electronic energy comes out at -22081.86695 Eh. Its multiplicity is 2. The calculation puts the LUMO energy (spin up / spin down) at -1.488 / -1.488 eV.

Last column: Löwdin spin population.
Element x y z (Å)
Br1 -5.155 -4.533 2.184  0.193
Br2 -2.800 -3.225 4.216  0.264
Br3 2.538 4.340 0.778  0.000
Br4 4.851 5.750 -0.897  0.000
Br5 1.804 5.473 -2.267  0.000
Br6 -4.825 -5.604 5.274  0.205
Cl1 -5.737 -0.406 -2.194  0.000
Cl2 6.434 -3.831 1.490  0.000
Cl3 6.489 -1.197 0.140  0.000
Cl4 -4.536 -1.303 0.327  0.003
Cl5 -1.240 0.539 -3.036  0.000
Cl6 -1.768 -4.853 -0.837  0.002
Cl7 -0.587 -6.077 1.477  0.007
P1 -2.532 3.477 -5.253  0.000
O1 4.550 -8.557 6.238  0.000
O2 3.760 -1.950 4.279  0.000
O3 1.964 1.588 4.505  0.000
O4 -0.173 0.909 4.849  0.003
O5 3.691 -1.202 6.371  0.000
O6 3.182 -1.442 -1.521  0.000
O7 -0.654 -3.362 -6.225  0.000
O8 6.112 -9.886 7.091  0.000
O9 -6.309 0.078 4.393  0.000
O10 3.446 0.750 -1.026  0.000
O11 -7.353 1.201 6.054  0.000
O12 0.675 -5.184 -6.607  0.000
N1 0.006 -1.054 1.420  0.000
C1 5.063 -8.172 8.514  0.000
C2 -2.765 1.911 -6.046  0.000
C3 -0.718 3.755 -5.215  0.000
C4 1.298 -3.937 3.638  0.001
C5 4.466 -6.933 7.883  0.000
C6 3.142 1.988 5.260  0.000
C7 3.195 -0.265 -1.887  0.000
C8 -4.240 -0.639 -1.273  0.000
C9 1.251 -0.140 1.606  0.000
C10 -1.212 -0.120 1.708  0.002
C11 5.482 -2.380 0.997  0.000
C12 5.330 -8.976 7.281  0.000
C13 -1.508 4.100 -1.651  0.000
C14 -5.940 -0.205 -6.596  0.000
C15 5.711 -2.159 5.809  0.000
C16 0.538 -4.131 -4.376  0.000
C17 -3.286 4.805 -6.151  0.000
C18 -4.480 0.197 -6.727  0.000
C19 0.039 -2.115 2.541  0.009
C20 2.577 2.376 6.639  0.000
C21 4.278 -1.798 5.380  0.000
C22 -3.845 -4.873 3.630  0.278
C23 4.439 -1.133 7.575  0.000
C24 0.512 2.875 -7.317  0.000
C25 -0.807 1.191 1.021  0.000
C26 1.306 1.752 -6.593  0.000
C27 3.489 1.672 -3.244  0.000
C28 0.930 1.256 5.285  0.000
C29 -3.259 6.262 -5.544  0.000
C30 -5.106 1.951 5.159  0.000
C31 1.379 1.440 6.693  0.000
C32 -2.629 4.617 -2.513  0.000
C33 2.878 0.275 -3.291  0.000
C34 -3.176 3.556 -3.506  0.000
C35 -4.229 1.519 -5.956  0.000
C36 -6.366 1.094 5.289  0.000
C37 0.067 -1.628 0.007  0.000
C38 3.546 1.999 -1.720  0.000
C39 3.788 -7.496 6.644  0.000
C40 -3.693 7.339 -6.599  0.000
C41 -1.003 -2.480 -5.099  0.000
C42 -5.224 0.193 3.494  0.001
C43 1.252 -3.047 2.368  0.000
C44 -0.549 -3.189 -3.876  0.000
C45 -3.149 8.687 -6.208  0.000
C46 2.400 -5.020 3.552  0.000
C47 5.721 -1.908 7.289  0.000
C48 -1.150 -6.395 -0.144  0.000
C49 0.219 -4.315 -5.848  0.000
C50 0.106 4.056 -6.430  0.000
C51 0.743 1.291 1.201  0.000
C52 2.798 5.685 -0.615  0.000
C53 -1.156 4.889 -0.430  0.000
C54 -4.717 1.584 3.747  0.000
H1 1.115 3.340 -8.098  0.000
H2 2.129 2.105 -5.972  0.000
H3 -3.744 -0.597 -6.595  0.000
H4 0.575 1.597 7.412  0.000
H5 2.365 3.444 6.600  0.000
H6 -5.527 0.202 2.447  0.000
H7 -3.013 -5.501 3.310  0.014
H8 3.943 -1.542 8.455  0.000
H9 -1.333 -3.838 -3.486  0.000
H10 -4.904 2.229 -6.435  0.000
H11 -3.637 -1.317 -1.877  0.000
H12 3.142 -0.423 -4.085  0.000
H13 -4.329 1.725 5.890  0.000
H14 -0.357 4.903 -6.936  0.000
H15 1.478 -3.579 -4.344  0.000
H16 1.762 1.123 -7.357  0.000
H17 -0.129 -0.886 -0.767  0.000
H18 4.428 2.572 -1.435  0.000
H19 3.847 -6.705 5.897  0.000
H20 -5.158 2.349 3.107  0.000
H21 -3.778 0.342 -1.167  0.000
H22 -3.641 1.633 3.581  0.000
H23 1.676 0.447 7.030  0.000
H24 -1.951 -7.134 -0.133  0.000
H25 0.346 -4.387 3.917  0.001
H26 -0.152 -2.488 -3.142  0.000
H27 1.274 1.725 0.353  0.000
H28 -2.066 8.700 -6.335  0.000
H29 0.607 -5.096 -3.876  0.000
H30 1.089 2.010 1.943  0.000
H31 5.063 -1.915 1.890  0.000
H32 -0.495 4.552 -4.506  0.000
H33 -4.292 0.373 -7.786  0.000
H34 2.141 -0.453 1.060  0.000
H35 1.793 0.372 -3.278  0.000
H36 -1.100 1.253 -0.027  0.000
H37 5.247 -6.188 7.730  0.000
H38 3.852 1.162 5.240  0.000
H39 0.746 1.019 -6.011  0.000
H40 -1.754 3.086 -1.334  0.000
H41 -4.781 7.273 -6.627  0.000
H42 -2.120 -0.573 1.308  0.000
H43 6.570 -1.400 7.747  0.000
H44 -2.563 2.075 -7.104  0.000
H45 2.229 -5.728 2.741  0.000
H46 -4.338 4.524 -6.190  0.000
H47 -2.897 4.781 -7.169  0.000
H48 0.021 -1.664 3.533  0.007
H49 -5.300 3.023 5.191  0.000
H50 -6.187 -1.105 -7.159  0.000
H51 -0.867 -2.696 2.365  0.003
H52 2.727 -7.690 6.804  0.000
H53 -1.213 5.950 -0.674  0.000
H54 -6.697 0.536 -6.853  0.000
H55 2.359 -5.554 4.502  0.000
H56 5.927 -7.970 9.148  0.000
H57 2.657 2.601 -1.531  0.000
H58 -3.577 9.517 -6.770  0.000
H59 -2.243 5.555 -2.914  0.000
H60 -1.312 0.000 2.787  0.002
H61 -3.960 6.245 -4.710  0.000
H62 -0.344 -6.742 -0.792  0.000
H63 -0.575 -1.482 -5.181  0.000
H64 -1.278 2.000 1.580  0.000
H65 5.915 -3.214 5.628  0.000
H66 4.369 -8.764 9.112  0.000
H67 3.420 -4.637 3.533  0.000
H68 -3.424 4.910 -1.827  0.000
H69 -2.234 6.361 -5.187  0.000
H70 3.623 2.809 4.728  0.000
H71 -3.382 8.894 -5.164  0.000
H72 1.045 4.464 -6.057  0.000
H73 2.186 -2.517 2.184  0.000
H74 -0.351 2.905 -4.641  0.000
H75 4.808 -0.121 7.743  0.000
H76 6.323 -1.440 5.265  0.000
H77 -2.082 -2.340 -5.027  0.000
H78 1.434 -3.391 4.572  0.001
H79 1.494 -0.080 2.667  0.000
H80 4.486 1.712 -3.683  0.000
H81 -0.331 2.373 -7.792  0.000
H82 3.330 2.221 7.413  0.000
H83 -0.618 3.968 -2.267  0.000
H84 -2.021 1.183 -5.725  0.000
H85 2.905 2.412 -3.791  0.000
H86 -4.188 3.819 -3.815  0.000
H87 -4.449 -0.556 3.654  0.002
H88 5.814 -2.858 7.814  0.000
H89 -0.173 4.576 -0.080  0.000
H90 -3.242 2.530 -3.142  0.000
H91 1.055 -2.073 -0.110  0.000
H92 -1.925 4.792 0.337  0.000
H93 3.762 -6.562 8.628  0.000
H94 -3.319 7.017 -7.570  0.000
H95 -6.318 -0.454 -5.605  0.000
H96 4.652 -2.697 0.365  0.000
H97 2.502 6.645 -0.191  0.000
H98 -4.557 1.254 -4.951  0.000
H99 1.124 -3.728 1.526  0.000
H100 -0.699 -2.402 -0.037  0.000